1.
59
Properties=species:S:1:pos:R:3:forces:R:3 method="wB97M-V/def2-TZVPD" multiplicity=2 homo_ev="-9.8 / -12.1" total_charge=+1 de_lowest_kcal_mol=0.00
H -2.511 -1.949 2.946 0.0 0.0 0.0
C -1.863 -1.587 3.746 0.0 0.0 0.0
H -2.652 -2.197 -1.265 0.0 0.0 0.0
O -1.108 0.677 -3.251 0.1 0.1 -0.1
H 1.961 -2.606 -4.573 0.0 0.0 0.0
C 1.782 0.749 -2.725 -0.2 -0.2 0.3
H 4.641 0.939 2.237 0.0 0.0 0.0
H -3.313 -0.242 4.609 0.0 0.0 0.0
H -1.536 4.967 0.378 0.0 0.0 0.0
H 4.346 -0.891 3.924 0.0 0.0 0.0
C 1.439 -1.575 -2.758 0.4 0.8 -0.4
H 2.495 1.680 -4.492 0.0 0.0 0.0
N 1.397 -0.386 -2.111 0.1 -0.1 -1.5
Cl 2.443 -3.045 3.943 0.0 0.0 0.0
C -1.618 4.058 -0.220 0.0 0.0 0.0
C 0.813 -2.572 -1.929 -0.4 -0.3 0.8
C 2.331 -0.490 -4.682 0.1 0.4 0.0
C -1.580 -0.167 -2.527 -0.3 0.1 0.3
H -1.905 -2.302 4.566 0.0 0.0 0.0
H 2.695 -0.521 -5.699 0.0 0.0 0.0
O 0.761 -3.822 -2.310 0.1 0.2 -0.1
O -0.529 0.095 1.307 -0.4 0.2 0.6
C -0.762 2.709 1.702 0.0 0.0 0.0
C 1.928 -1.653 -4.064 -0.1 -0.3 0.3
C 3.020 0.245 1.030 0.0 -0.1 -0.1
H 1.122 -2.366 1.534 0.0 0.0 0.0
H -3.414 -0.866 -3.269 0.0 0.0 0.0
C -2.273 0.852 3.118 0.0 -0.1 0.0
C 3.869 0.191 2.120 0.0 0.0 0.0
C -1.866 2.835 0.659 0.0 0.0 0.0
O 0.890 1.526 -0.718 0.7 1.2 -0.7
C 1.497 1.940 -1.846 -0.2 -0.1 0.4
S -0.610 1.095 2.473 0.1 -0.1 -0.1
H -0.838 -1.584 3.369 0.0 0.0 0.0
O 0.330 -2.184 -0.834 0.4 -1.2 -0.8
H 0.218 2.876 1.250 0.0 0.0 0.0
H 0.172 -4.309 -1.712 0.0 0.0 0.0
H -1.660 0.125 5.045 0.0 0.0 0.0
H -0.696 3.942 -0.791 0.0 0.0 0.0
H 3.113 1.031 0.294 0.0 0.0 0.0
N -2.427 -2.474 -2.213 0.1 0.0 0.0
H -0.873 3.403 2.540 0.0 0.0 0.0
C 1.906 -1.642 1.718 0.0 0.0 -0.1
H -1.884 1.938 0.038 0.0 0.0 0.0
H -2.867 0.563 2.249 -0.1 0.0 0.0
H -2.438 4.195 -0.923 0.0 0.0 0.0
C 3.712 -0.820 3.051 0.0 0.0 0.0
H -2.612 1.823 3.480 0.0 0.0 0.0
O 1.779 3.072 -2.100 0.1 0.1 -0.1
H -3.141 -3.125 -2.517 0.0 0.0 0.0
H -2.838 2.915 1.150 0.0 0.0 0.0
N 2.047 -0.652 0.828 0.3 0.0 0.5
C 2.240 0.747 -4.010 0.2 -0.4 -0.4
H -1.998 -1.553 -4.049 0.0 0.0 0.0
C 2.710 -1.753 2.834 0.0 0.0 0.0
C -2.294 -0.204 4.219 0.0 0.0 0.0
Ti 0.294 -0.211 -0.490 0.3 0.0 2.4
C -2.422 -1.297 -3.078 0.0 0.0 0.0
O -1.423 -0.145 -1.197 -1.1 -0.2 -1.3



2.
56
Properties=species:S:1:pos:R:3:forces:R:3 method="wB97M-V/def2-TZVPD" homo_ev=-8.2 smiles="CC(=O)N1CCc2[nH]c3ccc(Cl)cc3c2C1.CNC(=O)[C@H](CC(N)=O)NC(C)=O"
C -0.449 -0.037 3.044 -0.2 -0.3 -0.1
H 2.784 3.627 -0.349 0.1 0.0 0.2
H -3.199 2.139 -0.017 0.3 -0.2 0.3
H -3.822 -0.377 2.522 0.2 0.3 -0.1
H 3.683 0.109 -3.194 0.1 0.0 0.1
H -0.513 -4.395 3.064 -0.5 0.4 0.1
H 4.992 2.687 -4.042 0.0 0.0 -0.1
C 1.643 0.594 -3.518 -0.2 0.3 -0.7
H 1.535 -0.341 -4.068 0.1 0.1 0.0
O 1.269 -0.581 -1.461 0.4 -0.8 0.2
H -0.448 0.071 4.133 -0.2 0.0 0.0
C 1.044 0.409 -2.135 1.2 -0.9 -0.4
C -1.945 1.108 1.407 0.7 -0.1 0.4
Cl -7.050 -4.477 4.348 0.2 0.0 0.0
N -1.309 -3.771 3.176 0.9 -0.5 -0.2
H -2.563 -6.329 3.704 -0.1 0.0 0.0
C -2.601 -4.182 3.481 0.3 -0.2 -0.1
H 0.787 -1.801 3.221 0.1 0.1 -0.1
C -3.302 1.397 0.779 -0.2 -0.4 0.6
C -4.547 -5.509 3.995 0.5 0.1 -0.1
C -3.387 -3.041 3.513 -0.4 1.5 0.0
H 0.174 2.220 -2.212 -0.2 0.2 0.1
H 0.107 -1.556 1.602 0.1 0.1 0.1
H -5.364 -2.198 3.798 0.0 -0.1 0.0
C 3.257 4.088 -1.215 0.0 -0.1 0.0
H 6.161 3.431 -5.908 -0.1 -0.1 0.1
H 2.858 5.093 -1.354 0.1 -0.2 0.0
H -0.054 1.306 -0.718 -0.1 0.3 -0.1
C -2.531 -1.906 3.221 0.3 -0.5 0.0
H -3.991 1.788 1.530 -0.1 -0.1 -0.1
C 5.332 2.762 -6.144 -0.5 -0.4 0.0
H -5.009 -6.473 4.183 0.1 0.1 0.0
C -1.262 -2.390 3.012 -1.5 0.4 0.4
O -0.971 1.644 0.892 0.3 -0.1 0.2
C -5.341 -4.350 4.020 0.9 0.7 -0.2
H 5.703 1.918 -6.729 0.0 0.1 0.0
N 0.313 1.392 -1.662 -0.8 1.3 0.2
H 1.078 1.357 -4.052 0.1 0.0 -0.1
N 3.374 2.000 -2.429 1.0 -1.3 -0.2
H 4.593 3.301 -6.740 0.1 0.0 0.0
N -1.788 0.296 2.530 -0.8 0.9 -1.1
C 3.705 1.386 -4.874 -1.0 0.0 -1.0
C 3.132 1.003 -3.488 -0.2 0.1 0.6
N 4.706 2.277 -4.915 0.8 0.4 0.7
H 4.334 4.138 -1.070 0.1 0.0 0.2
O 2.332 3.759 -3.374 0.0 -0.4 -0.2
C -2.910 -0.452 3.120 0.5 -0.5 0.1
O 3.252 0.887 -5.898 0.1 -0.1 0.6
C -4.758 -3.096 3.779 -0.6 -0.9 0.2
H -3.717 0.483 0.346 -0.1 0.0 0.1
H 0.329 0.633 2.662 -0.6 0.0 -0.2
H 3.819 1.674 -1.586 -0.1 -0.1 -0.1
C 2.950 3.265 -2.443 -0.9 1.5 -0.2
H -3.136 -0.059 4.116 0.0 0.1 0.0
C -0.106 -1.487 2.674 0.1 -0.7 0.0
C -3.173 -5.431 3.726 -0.4 -0.1 0.1



3.
56
Properties=species:S:1:pos:R:3:forces:R:3 method="wB97M-V/def2-TZVPD" homo_ev="-7.3 / -7.5" de_lowest_kcal_mol=36.31
H -0.589 3.085 3.329 0.0 0.0 0.0
H 0.278 -0.486 5.289 0.0 0.0 0.0
H -1.115 -2.868 3.943 -0.1 0.0 0.1
H -1.838 1.070 4.190 0.0 0.0 0.0
H -3.671 -0.729 -4.952 0.0 0.0 0.0
H -2.817 -0.555 2.530 0.0 0.1 0.0
H 1.704 -2.151 3.861 0.0 0.0 0.0
H -0.344 -2.067 -4.750 -0.1 0.0 0.0
H -1.868 0.214 1.239 0.0 0.1 0.1
O 1.603 -0.645 -2.563 0.2 0.0 0.3
C -0.957 2.705 -3.014 0.1 0.0 0.0
H -0.564 3.606 -2.564 0.0 0.0 0.0
C -1.802 1.303 3.121 0.1 -0.1 0.0
H -2.694 1.892 2.903 0.0 0.0 0.0
H 2.198 -1.960 5.542 0.0 0.0 0.0
H -0.485 2.325 1.733 0.0 0.0 0.0
S -0.531 -1.091 2.581 0.6 -0.1 -0.3
S 2.028 -2.363 0.396 0.0 0.2 -0.2
C -0.141 1.851 -3.736 0.0 0.1 0.0
O 0.407 0.146 0.301 0.3 0.7 0.1
C -2.812 1.232 -3.444 -0.1 -0.1 0.0
C 1.387 -2.301 4.897 0.0 -0.1 0.0
C 2.577 -0.728 0.210 0.0 0.0 0.0
C -1.911 0.013 2.312 -0.1 0.1 -0.3
H -1.957 -1.387 4.457 0.0 -0.1 0.0
O 0.228 -0.069 -5.042 -0.1 -0.2 -0.1
C -2.596 -0.853 -4.827 0.0 0.0 0.0
C -0.556 2.130 2.805 0.0 0.0 -0.1
H 4.631 -1.269 0.130 0.0 0.0 0.0
H 1.337 2.309 -0.054 0.0 0.0 0.0
O -0.764 -2.266 1.598 0.0 0.2 0.2
H 0.914 2.056 -3.861 0.0 0.0 0.0
C 3.463 1.891 -0.124 0.1 0.0 0.0
Pt -0.155 -2.032 -0.381 -0.9 -0.9 0.4
H -0.299 -1.881 6.180 0.0 0.0 0.0
N 1.711 0.315 0.172 -0.4 0.2 0.2
H 5.452 1.053 -0.154 0.0 0.0 0.0
C 0.697 -1.305 -3.014 -0.7 -0.4 -0.2
H -2.428 -1.742 -4.216 0.0 0.0 0.0
C -2.003 0.370 -4.181 -0.1 0.0 0.0
H -3.866 1.009 -3.329 0.0 0.0 0.0
H 1.380 -1.730 -4.999 0.0 0.0 0.0
C 4.393 0.852 -0.059 0.0 0.0 0.0
O -0.212 -1.985 -2.341 1.3 0.3 -0.3
Cl -3.345 3.425 -1.946 0.1 -0.1 0.0
C 2.138 1.588 -0.013 0.0 -0.1 0.0
C 0.088 -1.561 5.211 0.1 0.0 -0.1
C -0.654 0.697 -4.309 0.1 0.1 -0.1
C -0.994 -1.805 4.162 -0.1 -0.2 0.2
H 1.266 -3.376 5.047 0.0 0.0 0.0
H 0.362 1.614 3.095 0.0 0.0 0.0
C 3.945 -0.433 0.098 0.0 -0.1 0.0
H 3.760 2.920 -0.265 0.0 0.0 0.0
C 0.468 -1.381 -4.522 0.0 0.2 0.1
H -2.154 -1.030 -5.808 0.0 0.0 0.0
C -2.293 2.375 -2.868 0.0 0.0 0.0



4.
56
Properties=species:S:1:pos:R:3:forces:R:3 method="wB97M-V/def2-TZVPD" multiplicity=4 homo_ev="-11.0 / -11.1" total_charge=+1 de_lowest_kcal_mol=0.40
Co -0.009 0.584 0.616 0.1 0.0 0.0
C 2.281 -1.246 -0.493 -0.1 0.0 -0.1
C 3.662 0.317 -1.200 0.0 0.1 0.0
H -2.946 -2.170 -1.801 0.0 0.0 0.0
H -4.418 1.140 -1.293 0.0 0.0 0.0
H -2.005 -0.629 7.745 0.0 0.0 0.0
C 0.431 9.366 -0.336 0.0 -0.2 0.0
H 1.798 -2.165 -0.203 0.0 0.0 0.0
N -0.107 -1.677 4.057 0.1 -0.1 0.0
H -1.553 5.282 -1.006 0.0 0.0 0.0
I 5.020 -2.448 -1.315 0.2 -0.2 0.0
C -3.335 1.245 -1.312 -0.1 0.0 -0.2
C -0.454 1.309 6.591 0.0 0.0 -0.1
C 0.224 5.185 0.194 -0.1 -0.2 0.0
N -0.348 -1.382 2.842 0.0 0.1 0.0
N 0.495 10.501 -0.493 0.0 0.0 0.0
H 2.174 1.812 -0.863 0.0 0.0 0.0
H -1.439 7.734 -1.310 0.0 0.0 0.0
C -0.070 -0.123 6.943 0.1 0.0 0.1
H 2.009 5.409 1.366 0.0 0.0 0.0
H -4.381 -1.828 -0.804 0.0 -0.1 0.0
C 0.354 7.937 -0.149 0.0 0.2 0.0
H 1.250 1.211 3.784 0.0 0.0 0.0
C -3.302 -1.976 -0.792 -0.1 -0.1 -0.1
H 1.265 -1.702 6.221 -0.1 0.0 0.1
Sb -2.453 -0.199 -0.052 0.2 0.3 0.2
C 1.325 7.288 0.608 0.0 0.0 0.0
H -1.125 1.722 7.343 0.0 0.0 0.0
H -3.052 2.236 -0.962 0.0 0.0 0.0
H -4.668 0.151 1.433 0.0 0.0 0.0
H 2.125 7.859 1.058 0.0 0.0 0.0
C 1.002 -0.668 6.004 0.1 0.0 -0.4
H -3.448 -0.727 2.384 0.0 0.0 0.0
C 0.748 0.268 3.652 0.0 0.1 0.0
N 0.173 -0.165 2.552 0.0 -0.1 -0.1
H -1.802 -1.100 6.064 0.0 0.0 0.0
C 1.257 5.917 0.778 0.1 0.0 0.0
H -3.318 1.030 2.178 0.0 0.0 0.0
H -1.029 -2.040 7.336 0.0 0.0 0.0
N 2.483 0.848 -0.855 -0.1 0.0 0.0
H -3.050 -2.817 -0.152 0.0 0.0 0.0
C -0.687 7.218 -0.729 0.0 -0.1 0.0
H 1.910 -0.065 6.049 0.0 0.0 0.1
H 4.463 0.928 -1.579 0.0 0.0 0.0
N 1.620 -0.091 -0.432 0.1 0.0 0.3
N 0.592 -0.661 4.587 -0.1 0.0 0.2
C 0.158 3.754 0.350 0.1 0.1 -0.1
H -2.977 1.115 -2.331 0.0 0.0 0.0
C -1.292 -1.029 7.025 0.0 0.0 0.0
C 0.104 2.543 0.457 0.0 -0.2 0.1
H 0.424 -0.118 7.920 -0.1 0.0 0.0
C -3.613 0.100 1.696 -0.1 -0.1 0.1
H -0.985 1.352 5.636 0.0 0.0 0.0
C -0.749 5.848 -0.556 0.0 0.1 0.0
H 0.415 1.968 6.531 0.0 0.0 0.0
C 3.574 -1.043 -0.983 -0.2 0.1 0.0



| no. | strongest force on any atom (eV/Å) |
| --- | --- |
| 1 | 2.4 |
| 2 | 1.7 |
| 3 | 1.3 |
| 4 | 0.4 |